Entry 1:
{
  "formula": "C18H27N3O4",
  "method": "the ωB97M-V functional and the def2-TZVPD basis",
  "orbital_gap_ev": 9.24,
  "homo_ev": -8.57,
  "smiles": "CNC(=O)[C@@H](CC(C)C)NC(=O)[C@@H](Cc1ccc(O)cc1)NC(C)=O",
  "lumo_energy_ev": 0.675,
  "relative_energy_kcal_mol": 32.43,
  "total_charge": 0,
  "symbols": ["O", "O", "O", "O", "C", "C", "C", "C", "C", "C", "C", "C", "C", "N", "N", "N", "C", "C", "C", "C", "C", "C", "C", "C", "C", "H", "H", "H", "H", "H", "H", "H", "H", "H", "H", "H", "H", "H", "H", "H", "H", "H", "H", "H", "H", "H", "H", "H", "H", "H", "H", "H"],
  "coordinates": [[0.9647, -2.7871, -0.5485], [1.7373, 0.5624, 2.1470], [1.6925, 0.7410, -2.7668], [-4.5596, -5.0112, 2.1612], [-0.0930, -2.2217, -0.6968], [1.2156, 0.0813, 1.1558], [2.5485, 1.3020, -2.1150], [-2.5296, -4.0425, 3.0623], [-4.1060, -2.7235, 1.7658], [-1.6905, -2.9348, 3.1090], [-3.2878, -1.5945, 1.8214], [-3.7193, -3.9523, 2.3123], [-2.0494, -1.6934, 2.5096], [3.6795, 1.6865, -2.6796], [-0.5491, -1.2951, 0.0867], [1.4932, 0.4525, -0.0764], [-1.0268, -2.5903, -1.8077], [4.7878, 2.3964, -2.0279], [0.3213, 3.7269, -2.3007], [-0.8592, 2.3852, -0.5896], [0.3236, 3.3582, -0.8007], [-0.9917, -0.5649, 2.3589], [1.6847, 2.8743, -0.1879], [0.0853, -0.9475, 1.3466], [2.3278, 1.5313, -0.5927], [-4.0926, -5.7740, 2.5535], [-2.2796, -5.0044, 3.5225], [-5.0336, -2.6889, 1.2307], [-0.7154, -3.1110, 3.5791], [-3.6032, -0.6789, 1.3029], [3.7754, 1.4299, -3.6534], [-1.4557, -0.9369, -0.1204], [1.0242, -0.0761, -0.7877], [-2.0577, -2.6539, -1.4559], [-0.8950, -1.8164, -2.5613], [-0.7306, -3.5792, -2.1384], [5.4692, 2.8618, -2.7748], [4.4674, 3.2013, -1.3556], [5.4375, 1.6559, -1.5468], [0.4511, 2.8628, -2.9379], [-0.6339, 4.1935, -2.5686], [1.0818, 4.4281, -2.4982], [-0.6909, 1.5024, -1.2249], [-0.9328, 2.1219, 0.4271], [-1.7932, 2.8612, -0.8502], [0.0570, 4.2686, -0.2712], [-0.5303, -0.3389, 3.3175], [-1.4768, 0.3646, 2.0160], [2.3852, 3.6683, -0.4178], [1.5548, 2.8852, 0.8909], [0.5300, -1.8742, 1.7821], [3.2878, 1.4881, -0.1053]]
}

Entry 2:
{
  "formula": "C18H27N3O4ReS",
  "method": "the ωB97M-V functional and the def2-TZVPD basis",
  "s_squared": 3.9823,
  "orbital_gap_ev": [5.65, 6.89],
  "homo_ev": [-21.76, -22.24],
  "lumo_energy_ev": [-16.119, -15.346],
  "total_charge": 4,
  "multiplicity": 4,
  "symbols": ["Re", "C", "C", "C", "C", "C", "C", "C", "C", "C", "C", "H", "H", "H", "H", "H", "H", "H", "H", "H", "H", "H", "H", "H", "H", "C", "C", "S", "O", "O", "C", "C", "N", "C", "N", "C", "C", "N", "O", "O", "C", "H", "H", "H", "H", "H", "H", "H", "H", "H", "H", "H", "H", "H"],
  "coordinates": [[1.9042, 0.5518, -1.6102], [0.3520, 3.4480, -5.5351], [-0.2385, 2.7377, -4.2718], [-1.7268, 2.4550, -4.4030], [0.6148, 1.6297, -3.8498], [1.9929, 1.8437, -3.5049], [2.9464, 0.7922, -3.5596], [2.5207, -0.5618, -3.6792], [3.4779, -1.6804, -3.8397], [1.1017, -0.7765, -3.6383], [0.1757, 0.2717, -3.7592], [-0.2786, 4.3036, -5.7642], [0.3392, 2.7615, -6.3833], [1.3733, 3.8059, -5.4068], [-0.1050, 3.5303, -3.5042], [-1.9458, 1.8717, -5.3022], [-2.2692, 3.3907, -4.5206], [-2.1468, 1.9293, -3.5436], [2.3581, 2.8652, -3.4676], [4.0060, 1.0270, -3.6022], [3.7967, -2.0892, -2.8709], [4.3839, -1.3549, -4.3515], [3.0311, -2.5164, -4.3798], [0.7403, -1.8005, -3.6713], [-0.8733, 0.0268, -3.8943], [-4.2806, -2.4943, 6.6020], [-3.3591, -2.8103, 5.5086], [-2.3259, -1.0995, 5.0928], [-3.2733, -0.2984, 4.3839], [-1.7322, -0.7246, 6.3277], [-0.9842, -1.5472, 3.8953], [-0.4239, -0.1878, 3.4095], [0.5515, -0.2609, 2.2963], [0.3144, 0.1885, 1.0615], [1.4447, 0.0647, 0.3021], [2.4289, -0.4862, 1.1232], [1.8930, -0.6686, 2.3426], [2.6125, -1.2117, 3.5011], [3.7717, -1.4404, 3.3117], [1.9815, -1.2800, 4.5359], [-0.9289, 0.8352, 0.5780], [-4.8729, -3.4163, 6.7977], [-5.0476, -1.7602, 6.3479], [-3.7952, -2.2786, 7.5531], [-3.8110, -2.9842, 4.5313], [-2.5265, -3.4727, 5.7597], [-1.4337, -2.1471, 3.1044], [-0.2584, -2.1037, 4.4784], [0.0620, 0.3174, 4.2438], [-1.2478, 0.4353, 3.0670], [3.4496, -0.6814, 0.8238], [-1.0264, 1.8383, 1.0046], [-1.8277, 0.2758, 0.8368], [-0.8852, 0.9366, -0.5076]]
}

Entry 3:
{
  "formula": "C18H27N3O4S",
  "method": "the ωB97M-V functional and the def2-TZVPD basis",
  "orbital_gap_ev": 8.88,
  "homo_ev": -8.29,
  "smiles": "COc1cccc(CNC(=O)C2CCN(S(=O)(=O)N3CCCC3)CC2)c1",
  "lumo_energy_ev": 0.584,
  "relative_energy_kcal_mol": 37.99,
  "total_charge": 0,
  "symbols": ["C", "H", "H", "O", "C", "C", "C", "C", "C", "C", "H", "C", "N", "C", "O", "C", "C", "C", "N", "S", "O", "O", "N", "C", "H", "C", "H", "H", "C", "H", "H", "C", "H", "H", "H", "C", "C", "H", "H", "H", "H", "H", "H", "H", "H", "H", "H", "H", "H", "H", "H", "H", "H"],
  "coordinates": [[-6.6724, -0.6328, -0.5332], [-6.8268, -0.3972, 0.5248], [-6.3322, 0.2651, -1.0592], [-5.7739, -1.7023, -0.6990], [-4.4990, -1.5594, -0.2369], [-3.6562, -2.6550, -0.4270], [-2.3472, -2.6064, 0.0063], [-1.8563, -1.4748, 0.6371], [-2.6883, -0.3801, 0.8278], [-4.0048, -0.4204, 0.3881], [-4.6292, 0.4461, 0.5410], [-2.1346, 0.8647, 1.4696], [-1.1455, 1.4594, 0.5952], [-1.1206, 2.7584, 0.2691], [-1.9258, 3.5761, 0.6728], [0.0236, 3.1688, -0.6705], [0.2076, 2.2200, -1.8714], [1.4115, 1.2861, -1.6804], [1.4865, 0.8986, -0.2921], [2.0333, -0.6001, 0.1257], [1.5902, -0.8268, 1.4656], [1.6040, -1.5014, -0.9002], [3.7021, -0.4058, 0.1417], [4.3912, -1.0995, 1.2200], [5.2343, -0.4799, 1.5425], [4.8777, -2.4001, 0.5863], [4.0406, -3.0937, 0.4990], [5.6795, -2.8708, 1.1508], [5.3217, -1.9248, -0.7974], [6.3467, -1.5550, -0.7546], [5.2660, -2.7111, -1.5465], [4.3545, -0.7687, -1.1130], [4.8813, 0.1046, -1.5081], [3.5847, -1.0710, -1.8238], [3.6996, -1.2365, 2.0476], [1.8693, 1.9658, 0.6141], [1.3353, 3.3127, 0.1138], [1.1807, 3.9775, 0.9640], [2.0737, 3.7779, -0.5427], [2.9637, 2.0024, 0.7071], [1.4566, 1.7101, 1.5918], [2.3414, 1.7796, -1.9945], [1.2879, 0.3717, -2.2605], [-0.6972, 1.6257, -2.0038], [0.3600, 2.7996, -2.7828], [-0.2567, 4.1630, -1.0325], [-0.4110, 0.8484, 0.2634], [-1.6651, 0.6102, 2.4283], [-2.9100, 1.6153, 1.6390], [-0.8307, -1.4442, 0.9751], [-1.6989, -3.4552, -0.1481], [-4.0549, -3.5290, -0.9172], [-7.6130, -0.9686, -0.9673]]
}

Entry 4:
{
  "formula": "C18H27N3S2V",
  "method": "the ωB97M-V functional and the def2-TZVPD basis",
  "s_squared": 3.7642,
  "orbital_gap_ev": [7.53, 8.36],
  "homo_ev": [-13.90, -15.02],
  "lumo_energy_ev": [-6.364, -6.657],
  "total_charge": 2,
  "multiplicity": 4,
  "symbols": ["V", "S", "S", "C", "C", "C", "N", "C", "C", "H", "H", "H", "H", "H", "H", "H", "H", "C", "H", "H", "H", "H", "H", "H", "H", "C", "C", "H", "H", "H", "H", "C", "C", "C", "C", "N", "C", "C", "C", "C", "C", "C", "N", "H", "H", "H", "H", "H", "H", "H", "H"],
  "coordinates": [[-0.0802, -0.2540, 0.1215], [2.2426, -0.9674, -0.1096], [-2.3829, 0.0479, -0.6768], [2.7464, -0.9075, -1.8965], [1.9677, -2.7754, -0.1054], [0.6651, -3.1910, -0.7760], [-0.4709, -2.3516, -0.3004], [-1.7468, -2.6663, -1.0037], [-2.8405, -1.7303, -0.5307], [2.0457, -3.1092, 0.9360], [2.8290, -3.1683, -0.6591], [0.4484, -4.2435, -0.5185], [0.7460, -3.1183, -1.8732], [-2.0446, -3.6946, -0.7587], [-1.5999, -2.6057, -2.0930], [-3.0922, -1.8906, 0.5291], [-3.7505, -1.8255, -1.1297], [-2.3904, 0.1578, -2.5063], [-0.6171, -2.6880, 0.6647], [-1.5682, -0.4069, -2.9581], [-2.2860, 1.2158, -2.7723], [-3.3540, -0.2088, -2.8742], [3.1819, 0.0808, -2.0698], [1.9052, -1.0687, -2.5813], [3.5152, -1.6754, -2.0420], [0.1287, -2.1692, 2.5326], [0.5328, -1.0552, 3.1922], [0.7936, -3.0195, 2.2882], [-0.9407, -2.4131, 2.4975], [1.5091, -0.5852, 3.0579], [0.0103, -0.7151, 4.0958], [0.9812, 2.8540, -2.8374], [1.1840, 3.9862, -2.0463], [1.0098, 3.8690, -0.6724], [0.6013, 2.6392, -0.1262], [0.4786, 1.5197, -0.9106], [0.6584, 1.6381, -2.2434], [0.1590, 2.4507, 1.2442], [0.2017, 3.4269, 2.2446], [-0.3615, 3.1553, 3.4840], [-1.0415, 1.9467, 3.6735], [-1.0989, 1.0290, 2.6283], [-0.3670, 1.2070, 1.4987], [1.0725, 2.8895, -3.9206], [1.4617, 4.9426, -2.4965], [1.1449, 4.7095, 0.0070], [0.5217, 0.7246, -2.8361], [0.7329, 4.3485, 2.0233], [-0.2709, 3.8672, 4.2953], [-1.4850, 1.6911, 4.6353], [-1.6855, 0.1074, 2.6752]]
}

Entry 5:
{
  "formula": "C18H27NO4",
  "method": "the ωB97M-V functional and the def2-TZVPD basis",
  "orbital_gap_ev": 9.21,
  "homo_ev": -8.48,
  "smiles": "CCOC(=O)C1(Cc2cccc(OC)c2)CCN(CCO)CC1",
  "lumo_energy_ev": 0.727,
  "relative_energy_kcal_mol": 17.68,
  "total_charge": 0,
  "symbols": ["C", "C", "H", "H", "O", "C", "O", "C", "C", "C", "N", "C", "C", "H", "H", "H", "H", "C", "H", "C", "O", "H", "H", "H", "H", "H", "H", "H", "H", "C", "C", "C", "C", "C", "C", "C", "H", "H", "H", "O", "C", "H", "H", "H", "H", "H", "H", "H", "H", "H"],
  "coordinates": [[0.9287, 3.7681, -2.0322], [0.2442, 2.5638, -2.6622], [0.5343, 2.4503, -3.7091], [-0.8436, 2.6608, -2.5817], [0.6452, 1.3471, -2.0313], [0.0092, 1.0135, -0.9036], [-0.8685, 1.6749, -0.4148], [0.5144, -0.3171, -0.3556], [2.0464, -0.3290, -0.3002], [2.5586, 0.6694, 0.7328], [2.0430, 0.3313, 2.0472], [0.5942, 0.4493, 2.0536], [-0.0256, -0.5310, 1.0606], [-1.1070, -0.3934, 1.0633], [0.2079, -1.5495, 1.3762], [0.2336, 0.2124, 3.0580], [0.2699, 1.4725, 1.8057], [2.6865, 1.0837, 3.1137], [2.0333, 1.0585, 3.9888], [4.0074, 0.3981, 3.4824], [3.7994, -0.9682, 3.7234], [3.1426, -1.2514, 3.0690], [4.4195, 0.8321, 4.3963], [4.7451, 0.5315, 2.6763], [2.8645, 2.1365, 2.8446], [3.6497, 0.6325, 0.7606], [2.2598, 1.6932, 0.4404], [2.4594, -0.0872, -1.2797], [2.3791, -1.3303, -0.0192], [0.0209, -1.4211, -1.3232], [-1.4590, -1.3393, -1.5750], [-2.3481, -1.9987, -0.7341], [-3.7188, -1.8930, -0.9328], [-4.2001, -1.1212, -1.9906], [-3.3171, -0.4806, -2.8330], [-1.9509, -0.5886, -2.6320], [-1.2660, -0.0923, -3.3035], [-3.6954, 0.1085, -3.6553], [-5.2666, -1.0467, -2.1297], [-4.6650, -2.4995, -0.1620], [-4.2459, -3.2790, 0.9306], [-5.1585, -3.6458, 1.3980], [-3.6822, -2.6846, 1.6572], [-3.6387, -4.1315, 0.6083], [-1.9530, -2.5980, 0.0713], [0.5574, -1.3080, -2.2672], [0.2776, -2.3919, -0.8940], [0.6593, 4.6680, -2.5773], [0.6097, 3.8760, -0.9984], [2.0092, 3.6452, -2.0607]]
}

Max |F| for every record listed, in sequence, given in eV Å⁻¹: 3.02, 2.99, 1.17, 2.14, 0.56.